125
Properties=species:S:1:pos:R:3 method="wB97M-V/def2-TZVPD" total_charge=+1 gap_ev=8.8 e_lumo_ev=-2.020
C -4.82 -2.04 0.54
C -4.07 -0.97 0.35
C -4.25 0.33 1.04
O -3.55 0.64 1.99
O -5.22 1.21 0.62
C -4.73 1.98 -0.49
C -5.46 3.30 -0.58
C -5.04 4.32 0.50
C -3.57 4.18 0.88
C -2.90 5.44 1.43
C -1.38 5.28 1.47
N -0.98 4.00 2.12
C -0.68 2.81 1.28
C 0.41 2.96 0.21
C -0.22 3.21 -1.17
C -0.62 1.88 -1.84
C 0.52 1.29 -2.71
C 1.18 0.08 -2.05
C 2.44 -0.46 -2.77
C 3.31 0.57 -3.50
C 4.28 1.35 -2.60
C 3.65 2.20 -1.53
O 4.71 2.74 -0.76
C 4.29 3.82 0.03
C -0.47 1.77 2.37
C 0.37 2.54 3.50
C 1.78 1.98 3.33
C 2.91 2.77 4.04
C 3.92 1.81 4.68
S 4.75 0.81 3.44
O 5.00 1.59 2.28
O 5.94 0.29 4.03
O 3.80 -0.41 3.04
O -0.35 2.12 4.69
C 0.29 2.40 5.78
N 0.79 2.75 6.80
C 0.17 4.00 3.10
C 0.04 5.04 4.19
H -4.66 -2.92 -0.06
H -5.60 -2.11 1.28
H -3.23 -1.07 -0.33
H -4.96 1.42 -1.40
H -3.65 2.07 -0.45
H -5.31 3.68 -1.59
H -6.52 3.10 -0.48
H -5.32 5.31 0.18
H -5.64 4.10 1.38
H -3.43 3.37 1.59
H -3.03 3.91 -0.02
H -3.20 6.35 0.94
H -3.20 5.55 2.48
H -1.03 5.31 0.45
H -0.95 6.15 1.96
H -1.77 3.74 2.72
H -1.53 2.46 0.71
H 0.91 2.00 0.16
H 1.18 3.69 0.47
H -1.13 3.80 -1.09
H 0.47 3.77 -1.79
H -0.99 1.16 -1.11
H -1.44 2.13 -2.52
H 1.22 2.09 -2.93
H 0.07 0.96 -3.64
H 1.36 0.24 -0.99
H 0.44 -0.72 -2.09
H 2.17 -1.28 -3.41
H 3.07 -0.89 -1.99
H 2.76 1.26 -4.13
H 3.96 0.01 -4.17
H 5.05 0.71 -2.18
H 4.80 2.04 -3.27
H 3.06 1.57 -0.84
H 3.05 3.02 -1.92
H 5.18 4.23 0.51
H 3.83 4.63 -0.55
H 3.63 3.46 0.83
H 0.07 0.92 1.98
H -1.41 1.52 2.86
H 1.97 2.04 2.26
H 1.77 0.92 3.57
H 2.53 3.45 4.78
H 3.48 3.31 3.28
H 4.69 2.31 5.25
H 3.41 1.10 5.34
H 3.37 -0.79 3.81
H 1.01 4.34 2.50
H 0.12 6.05 3.79
H 0.81 4.92 4.94
H -0.91 5.00 4.72
C -2.58 -6.62 2.27
C -3.80 -5.78 1.95
O -3.91 -5.17 0.90
N -4.79 -5.73 2.89
C -4.83 -6.38 4.19
H -1.89 -6.57 1.44
H -2.09 -6.24 3.16
H -2.87 -7.66 2.42
H -5.57 -5.16 2.62
H -5.70 -7.04 4.23
H -4.93 -5.63 4.97
H -3.94 -6.97 4.36
C -0.85 -10.23 -0.92
C -1.80 -9.08 -0.68
O -1.40 -7.96 -0.41
N -3.13 -9.33 -0.76
C -3.80 -10.59 -1.06
H 0.17 -9.87 -0.82
H -1.02 -11.03 -0.19
H -0.99 -10.63 -1.93
H -3.70 -8.52 -0.59
H -4.41 -10.48 -1.95
H -4.44 -10.87 -0.22
H -3.08 -11.39 -1.22
C 5.23 0.60 -8.56
C 5.58 0.18 -7.15
O 5.50 0.95 -6.21
N 5.98 -1.11 -6.97
C 6.12 -2.16 -7.96
H 4.93 1.64 -8.55
H 6.09 0.49 -9.22
H 4.40 0.00 -8.95
H 6.20 -1.32 -6.01
H 5.48 -3.00 -7.69
H 7.16 -2.51 -7.97
H 5.86 -1.81 -8.95